No. 1
{
  "formula": "FNO4S",
  "method": "wB97M-V/def2-TZVPD",
  "total_energy_ha": -853.6132,
  "e_above_lowest_kcal_mol": 28.3,
  "homo_energy_ev": -12.2,
  "smiles": "O=[N+]([O-])S(=O)(=O)F",
  "fmax_ev_per_a": 3.3,
  "orbital_gap_ev": 11.09,
  "species": ["O", "N", "O", "S", "O", "O", "F"],
  "xyz": [[1.10, -1.32, -0.78], [0.15, -1.05, -0.14], [-0.58, -1.60, 0.62], [-0.24, 0.77, -0.14], [0.52, 1.43, -1.12], [-1.57, 1.11, 0.18], [0.61, 0.66, 1.38]],
  "lowdin_charge": [0.149, -0.458, 0.118, 0.814, -0.204, -0.198, -0.220]
}

***

No. 2
{
  "formula": "FO2SY",
  "method": "wB97M-V/def2-TZVPD",
  "multiplicity": 2,
  "total_energy_ha": -686.5188,
  "charge": 1,
  "homo_energy_ev": [-13.5, -13.5],
  "fmax_ev_per_a": 6.2,
  "orbital_gap_ev": [7.72, 6.35],
  "species": ["Y", "F", "S", "O", "O"],
  "xyz": [[-1.64, 0.96, -0.72], [1.93, -1.22, -0.40], [1.31, -0.07, 0.76], [0.54, 0.93, -0.06], [-2.13, -0.61, 0.41]],
  "lowdin_charge": [1.538, -0.360, 1.192, -0.681, -0.688]
}

***

No. 3
{
  "formula": "FPS",
  "method": "wB97M-V/def2-TZVPD",
  "multiplicity": 3,
  "total_energy_ha": -839.3496,
  "e_above_lowest_kcal_mol": 0.0,
  "homo_energy_ev": [-7.7, -11.0],
  "fmax_ev_per_a": 3.2,
  "orbital_gap_ev": [8.64, 7.26],
  "species": ["F", "P", "S"],
  "xyz": [[-1.11, 0.37, 0.00], [0.08, -0.77, 0.00], [1.75, 0.17, 0.00]],
  "lowdin_charge": [-0.483, 0.280, 0.202]
}

***

No. 4
{
  "formula": "FeH12O6",
  "method": "wB97M-V/def2-TZVPD",
  "multiplicity": 5,
  "total_energy_ha": -1721.8256,
  "charge": 2,
  "e_above_lowest_kcal_mol": 4.3,
  "homo_energy_ev": [-19.3, -17.5],
  "fmax_ev_per_a": 0.8,
  "orbital_gap_ev": [12.25, 10.25],
  "species": ["Fe", "O", "H", "H", "O", "H", "H", "O", "H", "H", "O", "H", "H", "O", "H", "H", "O", "H", "H"],
  "xyz": [[-25.96, 6.63, -8.08], [-25.04, 8.50, -7.56], [-25.21, 9.44, -7.37], [-24.08, 8.41, -7.47], [-23.93, 5.71, -7.90], [-23.69, 4.99, -7.30], [-23.13, 6.25, -7.99], [-26.15, 6.35, -6.02], [-25.64, 6.94, -5.44], [-26.78, 5.89, -5.43], [-26.71, 4.73, -8.80], [-26.08, 4.18, -9.30], [-27.58, 4.33, -8.94], [-28.03, 7.24, -8.29], [-28.18, 8.12, -8.67], [-28.86, 7.01, -7.84], [-25.65, 7.16, -10.06], [-25.02, 7.75, -10.49], [-26.35, 7.00, -10.72]],
  "lowdin_charge": [0.826, -0.028, 0.125, 0.095, -0.024, 0.115, 0.099, -0.031, 0.108, 0.124, -0.030, 0.108, 0.114, -0.032, 0.107, 0.115, -0.031, 0.123, 0.118]
}

***

No. 5
{
  "formula": "H10LiO5",
  "method": "wB97M-V/def2-TZVPD",
  "total_energy_ha": -389.6060,
  "charge": 1,
  "e_above_lowest_kcal_mol": 6.5,
  "homo_energy_ev": -14.5,
  "fmax_ev_per_a": 0.5,
  "orbital_gap_ev": 11.09,
  "species": ["Li", "O", "H", "H", "O", "H", "H", "O", "H", "H", "O", "H", "H", "O", "H", "H"],
  "xyz": [[-0.13, 0.74, 0.06], [1.05, -2.67, -0.36], [0.79, -3.48, 0.09], [0.81, -1.95, 0.22], [1.76, 0.50, -0.53], [2.65, 0.33, -0.22], [1.82, 0.50, -1.50], [-1.45, -0.31, -1.04], [-2.05, -1.04, -0.83], [-1.47, -0.24, -2.01], [-0.75, 2.62, -0.22], [-0.53, 3.37, 0.36], [-1.53, 2.88, -0.72], [-0.18, -0.23, 1.92], [-1.01, -0.73, 1.99], [0.22, -0.29, 2.80]],
  "lowdin_charge": [0.726, -0.057, 0.048, -0.016, -0.083, 0.082, 0.079, -0.080, 0.078, 0.081, -0.086, 0.078, 0.073, -0.074, 0.070, 0.081]
}

***

No. 6
{
  "formula": "H10NO3",
  "method": "wB97M-V/def2-TZVPD",
  "total_energy_ha": -286.2436,
  "charge": 1,
  "e_above_lowest_kcal_mol": 13.7,
  "homo_energy_ev": -15.4,
  "fmax_ev_per_a": 1.3,
  "orbital_gap_ev": 12.13,
  "species": ["N", "H", "H", "H", "H", "H", "H", "O", "H", "H", "O", "H", "H", "O"],
  "xyz": [[0.10, -0.29, 0.67], [0.92, -0.61, 1.19], [-0.63, -0.98, 0.91], [0.28, -0.45, -0.32], [-0.02, 0.75, 0.80], [-2.25, -1.42, -1.61], [-3.14, -0.74, -0.55], [-2.23, -0.97, -0.77], [0.40, 2.26, 2.35], [-0.64, 3.10, 1.57], [-0.17, 2.26, 1.57], [2.88, -0.49, -2.43], [2.25, -1.69, -1.66], [2.25, -0.73, -1.74]],
  "lowdin_charge": [0.278, 0.147, 0.134, 0.103, 0.094, 0.058, 0.060, -0.045, 0.080, 0.084, -0.034, 0.052, 0.046, -0.057]
}

***

No. 7
{
  "formula": "H10NiO17S3",
  "method": "wB97M-V/def2-TZVPD",
  "multiplicity": 3,
  "total_energy_ha": -3987.6327,
  "charge": -4,
  "e_above_lowest_kcal_mol": 0.0,
  "homo_energy_ev": [5.7, 5.7],
  "fmax_ev_per_a": 4.3,
  "orbital_gap_ev": [2.28, 2.27],
  "species": ["Ni", "S", "O", "O", "O", "O", "S", "O", "O", "O", "O", "S", "O", "O", "O", "O", "O", "H", "H", "O", "H", "H", "O", "H", "H", "O", "H", "H", "O", "H", "H"],
  "xyz": [[0.98, -1.45, 23.44], [2.06, -3.98, 25.39], [1.33, -3.20, 24.32], [2.23, -5.35, 24.92], [3.36, -3.39, 25.63], [1.29, -3.93, 26.66], [2.52, 0.00, 26.04], [1.73, -0.25, 24.80], [1.86, -0.79, 27.11], [3.88, -0.46, 25.86], [2.51, 1.42, 26.40], [3.83, -2.49, 22.25], [4.81, -2.01, 23.20], [2.67, -1.59, 22.39], [4.34, -2.37, 20.88], [3.50, -3.91, 22.42], [-0.82, -1.32, 24.51], [-0.77, -1.49, 25.46], [-1.76, -1.27, 24.32], [-0.06, -2.40, 21.79], [0.18, -2.42, 20.86], [-0.96, -2.73, 21.83], [0.47, 0.28, 22.22], [0.71, 1.21, 22.27], [-0.23, 0.23, 21.56], [-0.99, -4.50, 23.98], [-0.14, -3.99, 24.02], [-0.93, -4.99, 23.16], [2.66, -0.45, 20.08], [2.22, -0.50, 20.94], [3.32, -1.16, 20.12]],
  "lowdin_charge": [0.597, 0.202, -0.443, -0.446, -0.357, -0.456, 0.162, -0.427, -0.448, -0.390, -0.495, 0.194, -0.359, -0.422, -0.452, -0.392, -0.032, 0.094, 0.054, -0.024, 0.078, 0.055, -0.032, 0.083, 0.055, -0.123, -0.025, -0.002, -0.171, -0.034, -0.043]
}

***

No. 8
{
  "formula": "H10O15S2V",
  "method": "wB97M-V/def2-TZVPD",
  "total_energy_ha": -2874.9487,
  "charge": -3,
  "e_above_lowest_kcal_mol": 15.1,
  "homo_energy_ev": 2.0,
  "fmax_ev_per_a": 4.3,
  "orbital_gap_ev": 3.94,
  "species": ["O", "V", "O", "S", "O", "O", "O", "O", "S", "O", "O", "O", "O", "O", "H", "H", "O", "H", "H", "O", "H", "H", "O", "H", "H", "O", "H", "H"],
  "xyz": [[-1.16, -0.46, 0.98], [-0.27, -0.07, -0.34], [-0.90, 1.19, -1.06], [2.49, 1.64, 1.10], [2.91, 0.81, 2.22], [1.13, 1.17, 0.63], [2.35, 3.03, 1.56], [3.40, 1.60, -0.06], [2.24, -2.54, -0.27], [2.52, -2.45, 1.17], [2.21, -3.96, -0.73], [0.90, -1.89, -0.46], [3.21, -1.77, -1.05], [-0.48, 2.05, 2.82], [0.14, 1.66, 2.17], [0.01, 2.05, 3.64], [0.71, -0.13, -2.65], [0.71, -0.99, -3.08], [0.40, 0.49, -3.32], [-2.71, 0.00, 3.41], [-3.51, -0.37, 3.04], [-2.07, 0.02, 2.66], [-3.25, 1.33, -2.45], [-2.59, 0.83, -2.95], [-3.00, 2.25, -2.58], [-1.60, -1.50, -1.41], [-2.02, -2.06, -0.74], [-1.78, -1.93, -2.25]],
  "lowdin_charge": [-0.372, 0.962, -0.375, 0.220, -0.388, -0.462, -0.446, -0.411, 0.207, -0.412, -0.484, -0.487, -0.421, -0.091, -0.012, 0.023, -0.057, 0.057, 0.045, -0.108, -0.003, -0.013, -0.077, 0.006, 0.025, -0.073, 0.075, 0.071]
}

***

No. 9
{
  "formula": "H10O4S",
  "method": "wB97M-V/def2-TZVPD",
  "total_energy_ha": -705.0975,
  "e_above_lowest_kcal_mol": 31.1,
  "homo_energy_ev": -9.6,
  "smiles": "O.O.O.O.S",
  "fmax_ev_per_a": 4.9,
  "orbital_gap_ev": 9.96,
  "species": ["O", "H", "H", "O", "H", "H", "O", "H", "H", "O", "H", "H", "S", "H", "H"],
  "xyz": [[1.40, -1.43, 1.08], [0.47, -1.39, 1.42], [1.90, -1.33, 1.85], [0.80, 1.88, -1.99], [0.76, 2.61, -2.59], [1.52, 1.83, -1.35], [0.03, 2.24, 1.28], [-0.12, 1.97, 2.19], [0.87, 1.89, 1.10], [-1.07, -0.31, 1.28], [-1.58, -0.66, 0.64], [-0.83, 0.67, 1.16], [-1.44, -2.78, -2.57], [-2.07, -1.93, -1.89], [-0.64, -3.28, -1.62]],
  "lowdin_charge": [-0.071, 0.023, -0.017, -0.053, 0.022, 0.039, -0.012, 0.066, 0.015, -0.047, -0.015, 0.044, 0.530, -0.313, -0.211]
}

***

No. 10
{
  "formula": "H10O5",
  "method": "wB97M-V/def2-TZVPD",
  "total_energy_ha": -382.1778,
  "e_above_lowest_kcal_mol": 29.1,
  "homo_energy_ev": -10.4,
  "smiles": "O.O.O.O.O",
  "fmax_ev_per_a": 2.8,
  "orbital_gap_ev": 10.08,
  "species": ["O", "H", "H", "O", "H", "H", "O", "H", "H", "O", "H", "H", "O", "H", "H"],
  "xyz": [[-11.01, -24.42, -19.90], [-10.84, -25.00, -19.17], [-10.39, -23.68, -19.69], [-8.88, -27.91, -15.86], [-8.35, -28.03, -16.64], [-8.64, -27.05, -15.58], [-9.52, -25.17, -17.55], [-9.65, -24.29, -17.16], [-9.01, -25.12, -18.38], [-13.70, -26.38, -14.63], [-12.98, -26.90, -15.17], [-13.86, -25.67, -15.26], [-11.66, -27.29, -16.31], [-11.33, -26.45, -16.59], [-10.89, -27.81, -16.18]],
  "lowdin_charge": [-0.054, -0.025, 0.046, -0.020, 0.042, 0.027, -0.060, 0.068, 0.071, -0.132, 0.037, 0.009, -0.034, 0.017, 0.007]
}

***

No. 11
{
  "formula": "H10O5",
  "method": "wB97M-V/def2-TZVPD",
  "total_energy_ha": -382.1706,
  "e_above_lowest_kcal_mol": 33.6,
  "homo_energy_ev": -11.4,
  "smiles": "O.O.O.O.O",
  "fmax_ev_per_a": 0.3,
  "orbital_gap_ev": 11.87,
  "species": ["O", "H", "H", "O", "H", "H", "O", "H", "H", "O", "H", "H", "O", "H", "H"],
  "xyz": [[25.84, -14.68, -21.35], [26.37, -13.97, -21.00], [25.48, -15.12, -20.58], [30.74, -10.96, -19.18], [30.00, -10.49, -18.79], [31.43, -10.92, -18.51], [31.57, -16.45, -18.62], [31.35, -15.79, -19.28], [32.30, -16.07, -18.14], [20.22, -14.12, -25.20], [21.15, -14.36, -25.22], [19.97, -14.08, -26.12], [24.60, -17.19, -25.55], [24.81, -16.91, -24.66], [25.34, -16.89, -26.08]],
  "lowdin_charge": [-0.056, 0.028, 0.028, -0.055, 0.028, 0.028, -0.054, 0.027, 0.027, -0.055, 0.027, 0.027, -0.055, 0.027, 0.028]
}

***

No. 12
{
  "formula": "H10O5",
  "method": "wB97M-V/def2-TZVPD",
  "total_energy_ha": -382.1870,
  "e_above_lowest_kcal_mol": 23.3,
  "homo_energy_ev": -10.9,
  "smiles": "O.O.O.O.O",
  "fmax_ev_per_a": 2.6,
  "orbital_gap_ev": 11.41,
  "species": ["O", "H", "H", "O", "H", "H", "O", "H", "H", "O", "H", "H", "O", "H", "H"],
  "xyz": [[-0.22, -0.31, 0.53], [-1.12, -0.21, 0.15], [-0.11, 0.40, 1.14], [0.60, 3.00, 1.24], [1.45, 2.68, 1.63], [0.48, 3.93, 1.49], [-2.68, 0.11, -0.53], [-2.86, -0.79, -0.87], [-2.18, 0.50, -1.24], [0.00, -3.17, -0.38], [0.96, -3.32, -0.24], [-0.17, -2.33, 0.05], [1.90, 0.07, -1.30], [1.28, -0.15, -0.65], [2.68, -0.38, -1.03]],
  "lowdin_charge": [-0.058, 0.010, 0.030, -0.077, 0.060, 0.037, -0.029, 0.085, 0.055, -0.069, 0.050, -0.024, -0.032, -0.060, 0.022]
}